Record 1
This record from the Open Molecules 2025 dataset describes a single C5H14N2O molecule at a distorted geometry. The level of theory is wB97M-V/def2-TZVPD.

Properties
Multiplicity: 1
ΔE to the lowest compared entry with this formula, charge and spin in kJ/mol: 330.4
SMILES: CNCC[C@H](N)CO

CARTESIAN COORDINATES (ANGSTROEM)
C: 1.4352 -0.9517 2.4803
N: 0.1323 -1.2159 1.7976
C: -0.6583 -0.0021 1.5115
C: -1.1433 -0.0126 0.0192
C: -0.4997 0.8144 -1.0943
N: -1.5312 1.1664 -2.0331
C: 0.6523 -0.0083 -1.8550
O: 1.0940 0.4891 -3.0605
H: 1.8914 -1.9298 2.8368
H: 1.3205 -0.4532 3.4826
H: 2.1180 -0.3809 1.8341
H: -0.3964 -1.9528 2.2765
H: 0.0926 0.9634 1.6695
H: -1.4367 0.1877 2.2882
H: -2.1890 -0.0798 0.0255
H: -0.8473 -1.1328 -0.2470
H: -0.0700 1.7986 -0.7174
H: -1.2399 1.9301 -2.6108
H: -1.8254 0.3338 -2.5774
H: 0.2516 -1.0656 -1.9782
H: 1.4754 0.0280 -1.1879
H: 1.3738 1.4741 -2.8601

Forces on atoms 1 to 2 (eV/Å):
-0.723 -1.258 1.481
1.027 0.312 0.625

***

Record 2
This record from the Open Molecules 2025 dataset describes a molecular structure, C5H9F at a distorted geometry. The level of theory is wB97M-V/def2-TZVPD.

Properties
Multiplicity: 1
ΔE to the lowest compared entry with this formula, charge and spin in kJ/mol: 471.8

CARTESIAN COORDINATES (ANGSTROEM)
C: 1.4906 -0.8199 -0.4734
C: 0.6042 -0.1881 0.6811
C: -0.8283 0.1672 0.6688
C: -1.8057 -0.1715 -0.5486
C: 0.2586 1.2027 0.5216
H: 0.7632 -1.7478 -1.1398
H: 1.7915 0.1221 -1.2731
H: 2.6524 -1.4842 0.1425
H: 0.8473 -0.7058 1.6314
H: -1.1958 0.2811 1.6742
H: -1.6061 -1.3800 -0.7832
H: -1.3679 0.5807 -1.3177
H: -2.8582 0.2170 -0.4376
H: 0.6496 2.0720 1.2944
F: 0.6045 1.8545 -0.6409

Forces on atoms 1 to 2 (eV/Å):
0.159 -1.475 -1.345
2.720 -3.598 -0.321

***

Record 3
This record from the Open Molecules 2025 dataset describes a gas-phase ion, C7H13N6O2 (charge +1) at a distorted geometry. The level of theory is wB97M-V/def2-TZVPD.

Properties
Multiplicity: 1
ΔE to the lowest compared entry with this formula, charge and spin in kJ/mol: 68.7
SMILES: NC(N)Nc1ncc(CO)nc1C(=[NH2+])O
Total charge: +1

CARTESIAN COORDINATES (ANGSTROEM)
N: 3.1198 -1.8357 -0.3359
C: 2.1852 -0.8818 0.1923
N: 1.8951 0.0907 -0.8102
N: 0.9821 -1.5339 0.8617
C: -0.2201 -0.9891 0.8896
N: -1.2905 -1.8115 1.0772
C: -2.4220 -1.3940 0.7582
C: -2.6875 -0.0564 0.2601
C: -4.0173 0.4142 -0.0263
O: -4.8893 -0.5834 -0.5465
N: -1.7395 0.7937 0.3595
C: -0.4870 0.3744 0.6382
C: 0.5075 1.4070 0.5744
N: 0.2177 2.5410 -0.1001
O: 1.4652 1.4093 1.5084
H: 3.0174 -2.6810 0.0411
H: 3.0305 -1.9951 -1.3289
H: 2.8687 -0.2598 0.9081
H: 2.6420 0.8361 -0.9339
H: 1.6732 -0.2642 -1.6877
H: 0.9861 -2.4939 0.6852
H: -3.2638 -2.0078 0.9286
H: -4.4690 0.7355 0.9432
H: -4.1681 1.2946 -0.7035
H: -5.7145 -0.1323 -0.8529
H: 0.9178 3.2063 -0.0034
H: -0.5372 2.7768 -0.8089
H: 2.0493 2.2496 1.5708

Forces on atoms 1 to 2 (eV/Å):
-0.056 2.647 -1.912
2.638 1.293 1.241

***

Record 4
This record from the Open Molecules 2025 dataset describes a molecular structure, C30H38N3O6PtS2Si2 at a distorted geometry. The level of theory is wB97M-V/def2-TZVPD.

Properties
Multiplicity: 5
ΔE to the lowest compared entry with this formula, charge and spin in kJ/mol: 111.3
Expectation value of S²: 6.02
Total charge: +1

CARTESIAN COORDINATES (ANGSTROEM)
Pt: 0.3067 0.2144 -0.1476
C: 2.0543 -2.1624 1.4457
C: 2.0279 -0.9861 2.3348
C: 2.7655 -0.9442 3.5253
C: 2.6848 0.1719 4.3302
C: 1.9327 1.2634 3.9123
C: 1.2787 1.1918 2.6844
N: 1.2997 0.0589 1.9666
C: 0.6045 2.3364 2.0565
C: 0.7494 3.6419 2.5293
C: 0.1557 4.6716 1.8243
C: -0.5351 4.3881 0.6565
C: -0.6273 3.0686 0.2189
N: -0.0946 2.0830 0.9445
C: -1.2566 2.6912 -1.0607
C: -1.6952 3.6478 -1.9706
C: -2.2462 3.2339 -3.1755
C: -2.3562 1.8831 -3.4286
C: -1.9090 0.9672 -2.4709
C: -2.0642 -0.4908 -2.7099
N: -1.3670 1.3796 -1.3285
H: 2.2759 -3.0749 1.9894
H: 2.8175 -2.0221 0.6769
H: 1.1128 -2.2381 0.9077
H: 3.3895 -1.7801 3.7961
H: 3.2163 0.2139 5.2698
H: 1.8690 2.1471 4.5258
H: 1.3183 3.8529 3.4186
H: 0.2472 5.6886 2.1745
H: -0.9918 5.1937 0.1082
H: -1.5891 4.6973 -1.7674
H: -2.5873 3.9602 -3.8948
H: -2.7843 1.5246 -4.3531
H: -2.7461 -0.6755 -3.5347
H: -2.4106 -0.9882 -1.8059
H: -1.1039 -0.9465 -2.9446
O: 1.4586 1.9448 -1.2673
S: 2.4388 0.9220 -1.7254
O: 3.7241 1.4633 -2.0349
O: 2.4542 -0.1592 -0.7243
C: 1.6947 0.3307 -3.2384
C: 1.5197 1.3057 -4.2130
C: 0.9194 0.9865 -5.4198
C: 0.5275 -0.3226 -5.6600
C: 0.7227 -1.2937 -4.6911
C: 1.2904 -0.9662 -3.4655
S: 1.1869 -2.2702 -2.2165
O: 0.4654 -3.3368 -2.8721
O: 2.4512 -2.6354 -1.6583
O: 0.2181 -1.6787 -1.2142
H: 1.8560 2.3058 -3.9907
H: 0.7718 1.7428 -6.1773
H: 0.0613 -0.5951 -6.5929
H: 0.4253 -2.3179 -4.8505
C: -3.3961 1.0896 1.2945
Si: -3.8290 -0.7023 0.7891
C: -4.8874 -1.4690 2.1839
C: -4.9727 -0.6008 -0.7520
C: -2.2193 -1.6250 0.4722
Si: -1.8848 -3.4139 0.0074
C: -0.2764 -4.4076 0.2994
C: -3.0820 -4.2859 1.2831
C: -2.4662 -3.8315 -1.7660
H: -4.1818 1.5205 1.9065
H: -3.2791 1.7236 0.4226
H: -2.4696 1.1292 1.8604
H: -5.6776 -0.7740 2.4557
H: -4.3123 -1.6804 3.0791
H: -5.3632 -2.3906 1.8675
H: -5.9896 -0.3862 -0.4321
H: -5.0026 -1.5323 -1.3097
H: -4.6674 0.1915 -1.4296
H: -1.3037 -0.9844 0.5078
H: 0.0774 -4.3166 1.3205
H: 0.4923 -4.0649 -0.3833
H: -0.4545 -5.4607 0.0993
H: -2.9632 -3.8912 2.2822
H: -2.8828 -5.3494 1.3013
H: -4.1044 -4.1327 0.9686
H: -1.6345 -3.6909 -2.4516
H: -3.3046 -3.2288 -2.0981
H: -2.7663 -4.8738 -1.8123

Forces on atoms 1 to 2 (eV/Å):
-0.145 0.465 0.490
0.131 -0.062 -0.303

***

Table of DFT total energy (Eh), in record order: -383.5748; -295.5804; -753.2674; -3276.0699